[1]
The following is a DFT calculation (wB97M-V/def2-TZVPD) of one molecule with the formula C4H5NO.

Atoms and positions in Å:
C1 0.929943 1.701312 -0.741717
C2 0.674226 0.281517 -0.858506
C3 0.435703 -0.887351 -0.623615
C4 -0.139699 -1.258390 0.690855
N1 -1.477995 -1.481515 0.630472
O1 0.496396 -1.195718 1.721703
H1 -0.012803 2.202110 -0.493801
H2 1.349233 2.137557 -1.646081
H3 1.623313 1.835889 0.095839
H4 -1.950453 -1.724602 1.484503
H5 -1.927863 -1.610808 -0.259651

Forces on the atoms, in the same order (eV/Å):
0.0796 0.1634 -0.0713
-0.0061 -0.2871 0.0092
0.1281 0.7639 0.2908
-0.0360 -0.2109 0.2024
-0.0802 -0.2384 0.1079
-0.2248 -0.3461 -0.2554
0.1705 0.0146 -0.1683
0.0101 0.0721 0.0071
-0.0139 0.1146 -0.2173
-0.0452 -0.0231 -0.0549
0.0178 -0.0230 0.1497

Properties
- SMILES: CC#CC(N)=O
- ΔE to the lowest compared entry with this formula, charge and spin: 48.5 kcal per mole
- Orbital gap: 10.635 eV
- LUMO energy: 0.86 eV
- E_tot: -285.3373 Ha
- Charge: 0
- F_max: 0.83 eV/Å

Atomic partial charges in e from the natural (NBO) method, atoms 1 to 4: -0.711, 0.155, -0.220, 0.643



[2]
The following is a DFT calculation (wB97M-V/def2-TZVPD) of one molecule with the formula C4H5NO.

Atoms and positions in Å:
O1 -0.427734 -1.358444 1.053050
C1 -0.005701 -0.075620 0.697675
C2 -1.171745 0.753010 0.070678
C3 -0.476588 1.268335 -0.940736
N1 0.712406 1.185041 -1.278156
C4 1.040295 -0.081840 -0.507169
H1 -0.893391 -1.736510 0.291491
H2 0.434158 0.337989 1.611811
H3 -2.221990 0.676693 0.288295
H4 2.077521 0.024363 -0.180075
H5 0.932768 -0.993017 -1.106865

Forces on the atoms, in the same order (eV/Å):
-0.1627 -0.0692 -0.1259
0.2059 0.1995 0.0420
-0.0153 0.0386 -0.0167
0.3032 0.0657 -0.1047
-0.5097 0.2064 0.1933
0.1837 -0.3171 0.1528
0.0999 0.0217 0.1412
-0.0154 0.0293 -0.1420
0.0892 -0.1453 -0.1113
-0.1150 -0.1364 -0.0756
-0.0638 0.1068 0.0469

Properties
- SMILES: O[C@@H]1C=C=NC1
- ΔE to the lowest compared entry with this formula, charge and spin: 99.6 kcal per mole
- Orbital gap (alpha / beta): 7.691 / 7.483 eV
- LUMO energy (alpha / beta): -0.69 / -0.84 eV
- E_tot: -285.2558 Ha
- Charge: 0
- F_max: 0.58 eV/Å

Atomic partial charges in e from the natural (NBO) method, atoms 1 to 4: -0.682, 0.109, -0.497, 0.432



[3]
The following is a DFT calculation (wB97M-V/def2-TZVPD) of one molecule with the formula C4H5NO.

Atoms and positions in Å:
C1 -1.535702 0.127040 -0.114156
C2 -0.095843 -0.197361 -0.486291
C3 0.861940 0.173489 0.617175
O1 0.552635 0.707519 1.653033
C4 2.291815 -0.159034 0.381406
N1 3.409299 -0.414171 0.225578
H1 -1.837234 -0.420893 0.782709
H2 -2.214859 -0.140295 -0.927960
H3 -1.649943 1.193281 0.098359
H4 0.221486 0.335269 -1.393961
H5 0.043173 -1.263886 -0.710333

Forces on the atoms, in the same order (eV/Å):
-0.0849 0.0160 0.0106
-0.0113 0.0072 0.0116
-0.2082 0.1833 0.3287
0.1448 -0.2398 -0.4577
1.0619 -0.2242 -0.1089
-1.1055 0.2276 0.0867
0.0384 0.0769 -0.1234
0.1221 0.0276 0.0928
0.0081 -0.1490 -0.0327
0.0109 -0.0678 0.1378
0.0237 0.1422 0.0546

Properties
- SMILES: CCC(=O)C#N
- ΔE to the lowest compared entry with this formula, charge and spin: 16.0 kcal per mole
- Orbital gap: 10.984 eV
- LUMO energy: -0.21 eV
- E_tot: -285.3891 Ha
- Charge: 0
- F_max: 1.13 eV/Å

Atomic partial charges in e from the natural (NBO) method, atoms 1 to 4: -0.608, -0.496, 0.503, -0.458



Repeat the second record exactly.
The following is a DFT calculation (wB97M-V/def2-TZVPD) of one molecule with the formula C4H5NO.

Atoms and positions in Å:
O1 -0.427734 -1.358444 1.053050
C1 -0.005701 -0.075620 0.697675
C2 -1.171745 0.753010 0.070678
C3 -0.476588 1.268335 -0.940736
N1 0.712406 1.185041 -1.278156
C4 1.040295 -0.081840 -0.507169
H1 -0.893391 -1.736510 0.291491
H2 0.434158 0.337989 1.611811
H3 -2.221990 0.676693 0.288295
H4 2.077521 0.024363 -0.180075
H5 0.932768 -0.993017 -1.106865

Forces on the atoms, in the same order (eV/Å):
-0.1627 -0.0692 -0.1259
0.2059 0.1995 0.0420
-0.0153 0.0386 -0.0167
0.3032 0.0657 -0.1047
-0.5097 0.2064 0.1933
0.1837 -0.3171 0.1528
0.0999 0.0217 0.1412
-0.0154 0.0293 -0.1420
0.0892 -0.1453 -0.1113
-0.1150 -0.1364 -0.0756
-0.0638 0.1068 0.0469

Properties
- SMILES: O[C@@H]1C=C=NC1
- ΔE to the lowest compared entry with this formula, charge and spin: 99.6 kcal per mole
- Orbital gap (alpha / beta): 7.691 / 7.483 eV
- LUMO energy (alpha / beta): -0.69 / -0.84 eV
- E_tot: -285.2558 Ha
- Charge: 0
- F_max: 0.58 eV/Å

Atomic partial charges in e from the natural (NBO) method, atoms 1 to 4: -0.682, 0.109, -0.497, 0.432